{"formula": "C21H20ClN2O5PRh", "method": "ωB97M-V/def2-TZVPD", "species": ["Rh", "O", "C", "O", "C", "O", "C", "C", "O", "O", "H", "H", "H", "H", "H", "N", "P", "C", "C", "C", "C", "C", "C", "C", "C", "C", "C", "C", "C", "C", "C", "C", "C", "C", "N", "H", "H", "H", "H", "H", "H", "H", "H", "H", "H", "H", "H", "H", "H", "H", "Cl"], "positions_angstrom": [[-0.223, -0.176, -0.036], [-1.256, 3.864, -0.682], [-1.167, 2.585, -0.965], [-1.020, 1.755, -0.078], [-1.291, 2.315, -2.439], [-1.609, 0.978, -2.684], [-0.749, 0.357, -3.629], [0.660, 0.126, -3.089], [1.580, 0.000, -3.859], [0.754, 0.051, -1.789], [-1.105, 3.999, 0.269], [-0.341, 2.622, -2.894], [-2.063, 2.985, -2.828], [-0.677, 0.932, -4.554], [-1.190, -0.612, -3.864], [-1.171, -2.502, 1.567], [-1.902, -1.069, 1.065], [-3.256, -1.519, -0.037], [-3.039, -1.601, -1.410], [-4.043, -2.063, -2.246], [-5.262, -2.455, -1.714], [-5.482, -2.386, -0.343], [-4.485, -1.919, 0.496], [-2.667, -0.336, 2.499], [-2.241, -0.644, 3.789], [-2.847, -0.031, 4.873], [-3.853, 0.905, 4.670], [-4.259, 1.232, 3.383], [-3.670, 0.613, 2.294], [0.003, -2.903, 0.962], [0.566, -4.156, 1.186], [1.744, -4.475, 0.547], [2.347, -3.549, -0.302], [1.743, -2.329, -0.479], [0.590, -2.017, 0.140], [-1.697, -3.203, 2.068], [-2.092, -1.292, -1.829], [-3.873, -2.115, -3.313], [-6.045, -2.816, -2.368], [-6.433, -2.692, 0.071], [-4.669, -1.860, 1.562], [-1.432, -1.346, 3.941], [-2.527, -0.276, 5.876], [-4.319, 1.385, 5.520], [-5.040, 1.965, 3.229], [-3.996, 0.860, 1.291], [0.076, -4.852, 1.853], [2.198, -5.443, 0.710], [3.271, -3.766, -0.816], [2.148, -1.560, -1.122], [0.498, 0.252, 2.065]], "forces_ev_per_angstrom": [[0.187, -0.049, 0.334], [0.001, -0.054, 0.034], [-0.046, 0.016, -0.135], [0.071, 0.090, 0.115], [-0.022, 0.038, -0.037], [-0.039, 0.024, 0.029], [-0.017, -0.010, 0.003], [0.064, -0.047, -0.051], [0.018, 0.004, 0.054], [-0.103, -0.070, -0.184], [-0.002, -0.002, -0.002], [0.015, -0.013, 0.018], [0.000, -0.017, -0.009], [-0.040, 0.008, 0.007], [-0.005, 0.018, -0.027], [0.051, -0.043, 0.003], [-0.157, -0.048, -0.217], [0.014, -0.025, 0.058], [0.000, 0.004, -0.021], [0.015, 0.005, -0.009], [-0.002, 0.000, 0.025], [0.007, 0.002, -0.030], [0.002, 0.016, -0.010], [0.092, 0.093, -0.027], [-0.002, -0.025, -0.008], [-0.008, 0.004, 0.010], [0.009, -0.005, 0.001], [0.001, 0.006, -0.010], [0.006, 0.003, 0.035], [0.105, -0.038, -0.017], [-0.020, 0.022, -0.011], [0.026, 0.032, -0.023], [-0.015, -0.021, 0.019], [0.056, -0.035, 0.014], [-0.195, 0.138, -0.014], [0.014, -0.002, 0.007], [0.030, 0.000, -0.003], [-0.007, -0.004, 0.000], [-0.003, 0.003, 0.002], [0.001, -0.003, 0.001], [0.004, 0.000, 0.000], [-0.008, 0.003, 0.005], [0.000, 0.001, 0.000], [-0.002, -0.001, 0.000], [0.002, 0.003, 0.002], [-0.014, -0.003, -0.006], [0.003, -0.008, -0.005], [-0.003, -0.003, 0.001], [0.000, -0.009, 0.006], [-0.005, -0.007, -0.005], [-0.081, 0.012, 0.080]], "mulliken_charge": [0.250, -0.461, 0.585, -0.431, -0.560, -0.325, -0.459, 0.387, -0.623, -0.807, 0.397, 0.388, 0.465, 0.373, 0.281, 0.089, 2.091, 0.315, -0.102, -0.765, -0.555, -0.765, -0.430, 0.421, -0.522, -0.768, -0.462, -0.762, -0.423, 0.353, -1.023, -0.227, -0.971, -0.266, 0.476, 0.333, -0.013, 0.428, 0.407, 0.429, 0.430, 0.428, 0.426, 0.411, 0.423, 0.484, 0.418, 0.426, 0.441, 0.564, -0.202], "relative_energy_ev": 0.382, "total_charge": 1}